# 1
{
  "formula": "C7H12N2O2",
  "method": "the ωB97M-V functional and the def2-TZVPD basis",
  "total_charge": 0,
  "orbital_gap_ev": 9.175,
  "smiles": "C=CN(O)C(=O)[C@@H]1NC[C@@H]1C",
  "symbols": ["C", "C", "N", "O", "C", "O", "C", "N", "C", "C", "C", "H", "H", "H", "H", "H", "H", "H", "H", "H", "H", "H", "H"],
  "coordinates": [[-3.07, 1.46, -0.31], [-1.89, 0.76, -0.65], [-1.44, -0.41, -0.15], [-2.33, -0.99, 0.71], [-0.21, -0.83, -0.12], [-0.11, -1.94, 0.60], [0.83, -0.03, -0.73], [1.93, -0.98, -0.91], [2.92, 0.04, -0.11], [1.84, 1.09, -0.10], [1.47, 1.61, 1.28], [-3.84, 1.22, 0.50], [-3.46, 2.25, -1.15], [-1.17, 1.24, -1.46], [-1.80, -1.82, 0.70], [0.62, 0.13, -1.78], [1.69, -1.71, 0.02], [3.22, -0.14, 1.10], [3.94, -0.02, -0.75], [1.95, 1.90, -0.76], [0.64, 1.02, 1.81], [0.75, 2.52, 1.13], [2.22, 1.96, 1.93]]
}

# 2
{
  "formula": "C2H6IPS",
  "method": "the ωB97M-V functional and the def2-TZVPD basis",
  "total_charge": 0,
  "orbital_gap_ev": 7.052,
  "smiles": "CP(C)(=S)I",
  "symbols": ["C", "P", "C", "S", "I", "H", "H", "H", "H", "H", "H"],
  "coordinates": [[-0.08, -1.37, 0.08], [-0.02, -0.12, -1.37], [0.14, 1.37, -0.20], [-2.19, -0.46, -2.66], [2.15, -0.49, -2.25], [0.76, -1.47, 0.63], [-0.83, -0.79, 0.74], [-0.36, -2.34, -0.23], [0.85, 1.44, 0.57], [0.29, 2.28, -0.94], [-0.80, 1.53, 0.44]]
}

# 3
{
  "formula": "C3H4N2O",
  "method": "the ωB97M-V functional and the def2-TZVPD basis",
  "total_charge": 0,
  "orbital_gap_ev": 9.389,
  "smiles": "Oc1ccn[nH]1",
  "symbols": ["O", "C", "C", "C", "N", "N", "H", "H", "H", "H"],
  "coordinates": [[0.51, 0.16, 1.96], [-0.02, 0.09, 0.72], [0.07, -0.93, -0.20], [-0.14, -0.26, -1.43], [-0.49, 1.00, -1.27], [-0.44, 1.20, 0.07], [0.95, -0.69, 2.11], [0.31, -1.96, 0.01], [0.11, -0.65, -2.41], [-0.85, 2.04, 0.45]]
}

# 4
{
  "formula": "C4H8N2O",
  "method": "the ωB97M-V functional and the def2-TZVPD basis",
  "total_charge": 0,
  "orbital_gap_ev": 10.830,
  "smiles": "N#C[C@@H](N)CCO",
  "symbols": ["N", "C", "C", "N", "C", "C", "O", "H", "H", "H", "H", "H", "H", "H", "H"],
  "coordinates": [[-1.33, 2.49, -0.31], [-1.18, 1.39, 0.00], [-0.89, -0.01, 0.38], [-2.11, -0.79, 0.43], [0.21, -0.58, -0.53], [1.53, 0.18, -0.41], [1.87, 0.22, 0.96], [-0.48, 0.04, 1.40], [-2.30, -1.23, -0.47], [-2.03, -1.52, 1.12], [-0.12, -0.56, -1.58], [0.36, -1.63, -0.25], [1.40, 1.19, -0.82], [2.30, -0.33, -1.00], [2.50, 0.94, 1.10]]
}

# 5
{
  "formula": "C20H17BCl3O5S2",
  "method": "the ωB97M-V functional and the def2-TZVPD basis",
  "total_charge": -1,
  "orbital_gap_ev": 8.185,
  "symbols": ["Cl", "B", "Cl", "Cl", "O", "C", "C", "C", "C", "C", "C", "C", "H", "H", "H", "H", "H", "H", "C", "C", "C", "C", "S", "C", "S", "C", "C", "C", "C", "C", "C", "O", "O", "O", "O", "C", "C", "H", "H", "H", "H", "H", "H", "H", "H", "H", "H", "H"],
  "coordinates": [[1.85, -1.36, 2.56], [1.38, 0.32, 1.91], [0.52, 1.27, 3.29], [2.92, 1.29, 1.44], [0.51, 0.14, 0.72], [-0.70, 0.78, 0.70], [-1.75, 0.34, 1.73], [-2.72, 1.28, 2.07], [-3.90, 0.83, 2.68], [-4.11, -0.54, 2.88], [-3.10, -1.45, 2.58], [-1.88, -1.01, 2.04], [-0.62, 1.87, 0.65], [-2.53, 2.33, 1.84], [-4.67, 1.54, 2.96], [-5.06, -0.90, 3.27], [-3.24, -2.52, 2.73], [-1.05, -1.69, 1.85], [-5.64, -1.06, -1.79], [-5.02, 0.19, -1.89], [-3.64, 0.28, -1.99], [-2.85, -0.87, -1.90], [-1.05, -0.67, -1.55], [0.16, 0.47, -1.93], [1.36, 0.28, -3.17], [2.22, -1.20, -2.61], [2.60, -1.24, -1.28], [3.04, -2.44, -0.74], [3.21, -3.55, -1.56], [2.88, -3.47, -2.91], [2.36, -2.30, -3.45], [0.77, -0.07, -4.44], [2.21, 1.44, -3.04], [-1.54, 0.46, -0.42], [-0.59, -1.93, -0.96], [-3.46, -2.13, -1.77], [-4.86, -2.22, -1.71], [-6.73, -1.13, -1.78], [-5.61, 1.11, -1.89], [-3.16, 1.25, -2.14], [-0.08, 1.52, -1.78], [2.53, -0.34, -0.67], [3.23, -2.47, 0.33], [3.59, -4.48, -1.15], [3.00, -4.33, -3.57], [2.05, -2.23, -4.50], [-2.84, -3.03, -1.71], [-5.33, -3.20, -1.61]]
}

# 6
{
  "formula": "C4H12",
  "method": "the ωB97M-V functional and the def2-TZVPD basis",
  "total_charge": 0,
  "orbital_gap_ev": 12.307,
  "smiles": "CC.CC",
  "symbols": ["C", "C", "H", "H", "H", "H", "H", "H", "C", "C", "H", "H", "H", "H", "H", "H"],
  "coordinates": [[-0.89, 0.18, -2.43], [-0.46, 1.54, -1.89], [-1.70, -0.29, -1.72], [-1.27, 0.36, -3.45], [-0.07, -0.59, -2.46], [0.59, 1.68, -2.24], [-0.64, 1.57, -0.74], [-0.77, 2.34, -2.36], [1.15, -0.19, 2.24], [0.20, -1.53, 2.01], [1.30, 0.19, 3.29], [2.11, -0.45, 1.85], [0.68, 0.61, 1.70], [-0.75, -1.29, 2.64], [0.70, -2.32, 2.50], [-0.19, -1.80, 1.04]]
}

# 7
{
  "formula": "C9H15N2P",
  "method": "the ωB97M-V functional and the def2-TZVPD basis",
  "total_charge": 0,
  "multiplicity": 3,
  "orbital_gap_ev": [4.758, 6.064],
  "symbols": ["C", "C", "C", "C", "C", "C", "C", "C", "C", "N", "N", "P", "H", "H", "H", "H", "H", "H", "H", "H", "H", "H", "H", "H", "H", "H", "H"],
  "coordinates": [[-2.09, -0.48, 1.57], [1.25, -0.34, -0.23], [-1.12, -1.31, 1.24], [-2.85, 0.11, 0.45], [-2.14, 1.16, -0.38], [-1.01, 0.76, -1.37], [0.43, 0.81, -0.84], [1.62, -2.74, -0.25], [2.58, 1.96, 0.76], [-0.25, -2.01, 0.76], [0.87, -1.63, 0.21], [0.88, 1.06, 0.90], [-2.26, -0.22, 2.61], [2.35, -0.41, -0.50], [-3.10, -0.66, -0.20], [-3.75, 0.67, 0.85], [-2.84, 1.46, -1.12], [-1.88, 2.06, 0.14], [-1.30, -0.35, -1.80], [-0.92, 1.41, -2.31], [1.15, 1.38, -1.51], [2.77, -2.52, -0.29], [1.37, -2.95, -1.30], [1.47, -3.66, 0.42], [3.18, 1.58, -0.16], [3.14, 1.73, 1.66], [2.45, 3.12, 0.69]]
}

# 8
{
  "formula": "C5H14N2O2",
  "method": "the ωB97M-V functional and the def2-TZVPD basis",
  "total_charge": 0,
  "orbital_gap_ev": 10.052,
  "smiles": "C=NCC[C@H](N)CO.O",
  "symbols": ["C", "N", "C", "C", "C", "N", "C", "O", "H", "H", "H", "H", "H", "H", "H", "H", "H", "H", "H", "H", "O", "H", "H"],
  "coordinates": [[-1.44, -2.40, -0.76], [-0.21, -2.01, -0.66], [0.50, -1.12, -1.53], [1.12, 0.23, -0.97], [0.12, 1.26, -0.35], [0.10, 2.49, -1.25], [0.42, 1.62, 1.06], [-0.34, 1.20, 2.11], [-2.24, -2.43, -1.47], [-1.72, -3.04, 0.09], [-0.13, -0.69, -2.40], [1.30, -1.69, -2.01], [1.83, -0.16, -0.19], [1.65, 0.57, -1.80], [-0.86, 0.72, -0.32], [0.00, 2.33, -2.22], [0.97, 2.79, -1.00], [1.37, 1.09, 1.41], [0.57, 2.73, 1.14], [-0.27, 0.26, 2.34], [-0.35, -1.31, 1.95], [-0.96, -0.99, 1.31], [0.47, -1.50, 1.39]]
}

# 9
{
  "formula": "C40H34CsI2N6O3S2",
  "method": "the ωB97M-V functional and the def2-TZVPD basis",
  "total_charge": -1,
  "orbital_gap_ev": 6.107,
  "symbols": ["Cs", "C", "C", "C", "C", "C", "C", "C", "N", "N", "C", "C", "C", "C", "C", "C", "N", "C", "C", "C", "C", "C", "C", "N", "H", "H", "H", "H", "H", "H", "H", "H", "H", "H", "H", "H", "H", "H", "H", "H", "H", "H", "H", "H", "I", "C", "C", "C", "I", "C", "C", "C", "C", "N", "C", "C", "O", "H", "H", "H", "H", "O", "S", "C", "C", "C", "C", "C", "C", "C", "C", "C", "C", "C", "C", "H", "H", "H", "H", "H", "H", "H", "H", "H", "H", "O", "S", "N"],
  "coordinates": [[-0.85, 0.52, 0.89], [1.24, 1.23, -3.20], [1.78, -0.04, -2.55], [2.71, 0.30, -1.41], [4.05, 0.59, -1.66], [4.86, 0.97, -0.60], [4.31, 1.05, 0.67], [2.97, 0.74, 0.82], [2.19, 0.37, -0.19], [0.05, 1.77, -2.55], [0.06, 3.23, -2.54], [1.00, 3.76, -1.47], [2.13, 4.51, -1.76], [2.91, 4.97, -0.71], [2.52, 4.70, 0.59], [1.36, 3.95, 0.78], [0.63, 3.48, -0.22], [-1.14, 1.17, -3.11], [-2.45, 1.53, -2.43], [-3.66, 1.20, -3.04], [-4.84, 1.46, -2.37], [-4.79, 2.05, -1.12], [-3.54, 2.37, -0.61], [-2.40, 2.12, -1.24], [1.02, 1.05, -4.27], [2.02, 2.00, -3.18], [2.33, -0.62, -3.30], [0.95, -0.65, -2.18], [4.44, 0.52, -2.66], [5.91, 1.20, -0.77], [4.90, 1.35, 1.53], [2.49, 0.80, 1.79], [-0.93, 3.60, -2.27], [0.31, 3.64, -3.53], [2.40, 4.71, -2.79], [3.81, 5.55, -0.90], [3.09, 5.06, 1.43], [0.99, 3.72, 1.78], [-1.02, 0.08, -3.01], [-1.24, 1.38, -4.19], [-3.66, 0.72, -4.01], [-5.79, 1.18, -2.80], [-5.68, 2.24, -0.54], [-3.45, 2.83, 0.37], [-1.10, 5.26, 4.19], [-0.17, 3.54, 4.91], [0.38, 3.56, 6.19], [1.02, 2.46, 6.70], [1.83, 2.58, 8.62], [1.15, 1.29, 5.92], [1.80, 0.10, 6.34], [1.88, -0.97, 5.51], [1.30, -0.88, 4.23], [0.69, 0.19, 3.80], [0.59, 1.27, 4.62], [-0.12, 2.43, 4.05], [-0.61, 2.41, 2.89], [0.30, 4.46, 6.79], [2.24, 0.07, 7.33], [2.37, -1.88, 5.82], [1.35, -1.72, 3.54], [-0.61, -1.71, -0.92], [-1.69, -2.60, -1.50], [-0.71, -3.69, -2.57], [0.67, -3.71, -2.47], [1.40, -4.52, -3.32], [0.75, -5.31, -4.27], [-0.63, -5.28, -4.37], [-1.37, -4.46, -3.52], [-2.06, -3.85, -0.29], [-1.19, -4.05, 0.77], [-1.49, -5.01, 1.72], [-2.65, -5.76, 1.60], [-3.52, -5.54, 0.54], [-3.23, -4.57, -0.41], [1.14, -3.08, -1.73], [2.48, -4.55, -3.25], [1.33, -5.94, -4.93], [-1.13, -5.88, -5.11], [-2.45, -4.42, -3.60], [-0.30, -3.43, 0.85], [-0.83, -5.17, 2.56], [-2.90, -6.51, 2.35], [-4.45, -6.10, 0.47], [-3.93, -4.35, -1.21], [-4.35, -0.41, 2.26], [-3.72, -1.44, 1.41], [-3.46, -1.21, -0.02]]
}

# 10
{
  "formula": "C6H6N4S",
  "method": "the ωB97M-V functional and the def2-TZVPD basis",
  "total_charge": 0,
  "orbital_gap_ev": 8.228,
  "symbols": ["C", "C", "C", "C", "C", "C", "H", "H", "H", "H", "H", "H", "N", "N", "N", "N", "S"],
  "coordinates": [[-0.68, -0.86, 2.58], [-0.33, -0.90, -0.07], [1.51, -1.15, -1.45], [0.49, 0.98, -1.41], [-1.27, 1.68, -0.25], [-0.50, 0.40, -0.49], [-0.55, 0.26, 2.46], [0.21, -1.24, 2.90], [-1.41, -1.41, 3.58], [2.53, -1.87, -1.77], [2.13, 0.51, -2.50], [-2.16, 1.76, 0.41], [0.59, -1.62, -0.57], [1.48, 0.16, -1.87], [0.28, 2.22, -1.64], [-0.82, 2.69, -0.97], [-1.51, -1.60, 1.06]]
}

# 11
{
  "formula": "C5H4BrI",
  "method": "the ωB97M-V functional and the def2-TZVPD basis",
  "total_charge": 0,
  "orbital_gap_ev": [7.517, 7.512],
  "smiles": "BrC1=C(I)C=CC1",
  "symbols": ["Br", "C", "C", "I", "C", "C", "C", "H", "H", "H", "H"],
  "coordinates": [[-2.31, 0.20, 3.01], [-1.53, 0.13, 1.35], [-2.03, -1.03, 0.10], [-3.81, -2.01, 0.23], [-0.94, -1.11, -0.82], [0.04, -0.23, -0.36], [-0.14, 0.51, 0.99], [-0.92, -1.55, -1.74], [0.82, 0.19, -0.98], [0.47, 0.38, 1.95], [-0.01, 1.53, 0.86]]
}

# 12
{
  "formula": "C40H111N9O13",
  "method": "the ωB97M-V functional and the def2-TZVPD basis",
  "total_charge": 0,
  "orbital_gap_ev": 8.923,
  "smiles": "COC[C@H](C)N.COC[C@H](C)N.COC[C@H](C)N.COC[C@H](C)N.COC[C@H](C)N.COC[C@H](C)N.COC[C@H](C)N.COC[C@H](C)N.COC[C@H](C)N.OCCO.OCCO",
  "symbols": ["C", "O", "C", "C", "C", "N", "H", "H", "H", "H", "H", "H", "H", "H", "H", "H", "H", "C", "O", "C", "C", "C", "N", "H", "H", "H", "H", "H", "H", "H", "H", "H", "H", "H", "C", "O", "C", "C", "C", "N", "H", "H", "H", "H", "H", "H", "H", "H", "H", "H", "H", "C", "O", "C", "C", "C", "N", "H", "H", "H", "H", "H", "H", "H", "H", "H", "H", "H", "C", "O", "C", "C", "C", "N", "H", "H", "H", "H", "H", "H", "H", "H", "H", "H", "H", "C", "O", "C", "C", "C", "N", "H", "H", "H", "H", "H", "H", "H", "H", "H", "H", "H", "C", "O", "C", "C", "C", "N", "H", "H", "H", "H", "H", "H", "H", "H", "H", "H", "H", "C", "O", "C", "C", "C", "N", "H", "H", "H", "H", "H", "H", "H", "H", "H", "H", "H", "C", "O", "C", "C", "C", "N", "H", "H", "H", "H", "H", "H", "H", "H", "H", "H", "H", "O", "C", "C", "O", "H", "H", "H", "H", "H", "H", "O", "C", "C", "O", "H", "H", "H", "H", "H", "H"],
  "coordinates": [[-1.58, -5.27, 3.56], [-1.08, -4.16, 2.88], [0.31, -4.01, 2.82], [0.90, -3.96, 4.22], [0.38, -2.73, 5.00], [2.40, -3.99, 4.25], [-1.17, -6.24, 3.23], [-2.65, -5.25, 3.37], [-1.37, -5.21, 4.63], [0.75, -4.83, 2.25], [0.46, -3.05, 2.34], [0.55, -4.82, 4.80], [0.52, -1.79, 4.47], [0.96, -2.68, 5.92], [-0.69, -2.82, 5.20], [2.65, -4.99, 4.31], [2.67, -3.74, 5.20], [-3.97, 3.41, -3.57], [-4.21, 3.92, -2.29], [-4.36, 2.92, -1.34], [-4.54, 3.53, 0.04], [-3.21, 3.99, 0.62], [-5.13, 2.54, 0.95], [-3.94, 4.20, -4.32], [-4.68, 2.63, -3.85], [-2.97, 2.94, -3.55], [-5.23, 2.30, -1.59], [-3.43, 2.32, -1.34], [-5.14, 4.44, -0.10], [-2.74, 4.79, 0.04], [-2.42, 3.24, 0.55], [-3.38, 4.38, 1.61], [-5.54, 3.01, 1.75], [-5.91, 2.09, 0.47], [-1.91, -0.05, -4.75], [-0.63, -0.24, -4.19], [0.40, 0.36, -4.98], [1.80, -0.23, -4.86], [2.76, 0.55, -5.75], [1.95, -1.69, -5.16], [-2.31, 0.97, -4.68], [-2.62, -0.72, -4.26], [-1.91, -0.30, -5.82], [0.16, 0.21, -6.05], [0.48, 1.43, -4.77], [2.13, -0.14, -3.81], [2.24, 0.78, -6.69], [3.60, -0.07, -6.04], [3.06, 1.51, -5.34], [1.22, -2.23, -4.70], [2.77, -1.92, -4.57], [3.24, -1.82, -1.62], [3.87, -2.09, -2.86], [4.70, -3.23, -2.83], [6.10, -2.94, -3.35], [5.99, -2.29, -4.72], [6.75, -4.27, -3.41], [3.95, -1.87, -0.78], [2.37, -2.47, -1.50], [2.93, -0.77, -1.59], [4.79, -3.58, -1.80], [4.22, -4.02, -3.42], [6.72, -2.39, -2.64], [5.42, -2.95, -5.38], [6.94, -2.23, -5.29], [5.62, -1.27, -4.71], [6.29, -4.83, -4.12], [7.69, -4.13, -3.77], [0.32, 4.12, -2.93], [1.39, 3.29, -2.61], [2.58, 3.91, -2.23], [3.48, 2.88, -1.59], [2.96, 2.41, -0.24], [4.85, 3.52, -1.43], [0.08, 4.81, -2.12], [-0.53, 3.51, -3.25], [0.54, 4.66, -3.86], [3.09, 4.32, -3.12], [2.45, 4.76, -1.53], [3.75, 2.01, -2.19], [3.16, 3.12, 0.57], [3.47, 1.49, 0.08], [1.90, 2.11, -0.22], [4.68, 4.28, -0.75], [5.45, 2.86, -0.95], [-4.37, 3.56, 7.82], [-4.06, 3.69, 6.47], [-3.22, 2.63, 5.98], [-2.94, 2.85, 4.50], [-1.73, 2.05, 4.07], [-2.72, 4.30, 4.26], [-3.57, 4.01, 8.42], [-4.39, 2.50, 8.13], [-5.38, 3.88, 8.08], [-2.34, 2.65, 6.64], [-3.81, 1.70, 6.07], [-3.79, 2.52, 3.90], [-1.55, 1.98, 3.00], [-1.79, 1.01, 4.42], [-0.82, 2.48, 4.51], [-3.41, 4.81, 4.80], [-3.02, 4.46, 3.30], [0.73, 0.58, 2.04], [-0.43, 0.73, 1.26], [-0.72, -0.36, 0.40], [-1.71, 0.09, -0.66], [-1.40, 1.47, -1.19], [-3.09, 0.14, -0.12], [0.43, 0.28, 3.06], [1.17, 1.56, 2.10], [1.41, -0.17, 1.63], [0.22, -0.68, -0.10], [-1.06, -1.23, 0.98], [-1.72, -0.61, -1.50], [-1.37, 2.26, -0.44], [-2.17, 1.74, -1.92], [-0.45, 1.43, -1.74], [-3.14, 0.93, 0.51], [-3.46, -0.75, 0.14], [-1.01, -6.26, 0.05], [-1.87, -5.30, -0.50], [-3.19, -5.52, -0.22], [-4.03, -4.49, -0.96], [-4.10, -3.14, -0.27], [-5.44, -5.01, -1.04], [-1.38, -6.59, 1.02], [0.01, -5.88, 0.13], [-0.99, -7.15, -0.61], [-3.58, -6.51, -0.53], [-3.40, -5.49, 0.85], [-3.70, -4.52, -2.01], [-3.09, -2.70, -0.24], [-4.46, -3.31, 0.74], [-4.72, -2.42, -0.80], [-5.40, -5.84, -1.64], [-5.97, -4.33, -1.57], [2.37, 3.30, 3.61], [2.20, 4.49, 2.95], [1.25, 4.34, 1.92], [1.06, 5.69, 1.25], [0.66, 6.79, 2.22], [0.01, 5.47, 0.23], [1.42, 2.80, 3.89], [2.82, 3.49, 4.59], [2.94, 2.47, 3.16], [1.49, 3.54, 1.22], [0.27, 4.10, 2.37], [2.03, 5.90, 0.76], [1.41, 7.58, 2.29], [0.63, 6.35, 3.22], [-0.31, 7.24, 2.02], [-0.14, 6.34, -0.29], [0.40, 4.84, -0.47], [6.10, -1.24, 3.46], [5.08, -1.99, 2.86], [3.74, -1.28, 2.89], [3.87, 0.00, 2.30], [5.75, -0.84, 4.26], [5.28, -2.09, 1.79], [5.00, -3.01, 3.25], [3.21, -1.31, 3.86], [2.98, -1.76, 2.27], [4.60, 0.46, 2.74], [-2.28, -5.08, -5.34], [-1.74, -5.10, -4.03], [-1.76, -3.72, -3.43], [-0.75, -2.97, -4.09], [-3.15, -4.67, -5.38], [-2.23, -5.87, -3.44], [-0.71, -5.42, -4.20], [-1.46, -3.79, -2.38], [-2.76, -3.28, -3.55], [-0.85, -1.99, -3.93]]
}

For reference, energy above the lowest of the compared OMol25 structures with the same formula, charge and spin by record: 181.12 56.27 33.42 36.33 27.67 33.72 26.05 96.02 10.75 96.00 47.31 133.58 kcal per mole.
For reference, total energy by record: -533.6713 -1116.9646 -301.4340 -341.9457 -3350.4235 -159.5312 -802.4756 -458.7846 -3510.9055 -849.3255 -3064.4814 -3061.2496 a.u..